Molecular formula: CH2NO3S
Method: DFT, the ωB97M-V functional and the def2-TZVPD basis

Geometry as XYZ:
```
8
Properties=species:S:1:pos:R:3:lowdin_charge:R:1
S -1.082 -0.778 0.159 0.42
O -1.121 -2.127 -0.317 -0.38
O -1.496 0.211 -0.773 -0.38
O -1.563 -0.645 1.517 -0.38
N 1.199 -0.299 0.409 -0.06
C 1.279 0.886 -0.071 -0.29
H 0.586 1.371 -0.960 0.09
H 2.198 1.381 0.036 -0.01
```

LUMO energy (alpha / beta)   4.202 / 4.201 eV
E_HOMO (alpha / beta)   -4.2261 / -4.2282 eV
Energy relative to the best compared isomer or geometry (same formula, charge and spin)   211.5 kJ/mol
Kohn-Sham gap (alpha / beta)   0.310 / 0.310 Eh
Charge   -1
DFT total energy   -717.96085 Ha
2S+1   1